DFT (ωB97M-V/def2-TZVPD) results for an isolated molecule of C5H8N2.

```
15
Properties=species:S:1:pos:R:3:forces:R:3:nbo_charge:R:1
N 2.6949 -0.5327 0.1222 0.0 -0.2 0.1 -0.846
N 1.0226 1.1227 -0.2968 0.1 -0.1 0.0 -0.509
C -0.9219 0.0745 -0.0460 0.0 0.1 0.0 -0.092
C -0.3383 1.2850 -0.3309 -0.2 0.0 0.0 -0.090
C -2.3936 -0.2032 0.0419 -0.1 0.0 0.0 -0.620
C 0.1420 -0.8532 0.1710 0.1 0.0 0.0 -0.332
C 1.3280 -0.1745 0.0125 -0.2 0.1 0.0 0.270
H 2.9654 -0.6388 1.0950 0.0 0.0 -0.1 0.370
H -2.6620 -0.6425 1.0099 0.1 0.1 -0.1 0.212
H -2.9723 0.7195 -0.0730 0.1 -0.1 0.0 0.213
H 1.7238 1.8127 -0.5111 -0.1 -0.1 0.0 0.416
H 2.8831 -1.4128 -0.3439 0.0 0.1 0.0 0.374
H -2.7243 -0.9018 -0.7358 0.1 0.1 0.1 0.212
H -0.7873 2.2462 -0.5425 0.1 -0.2 0.0 0.207
H 0.0398 -1.9013 0.4274 0.0 0.2 0.0 0.214
```
Positions in Å, forces in eV/Å.

Values from the calculation:
E_LUMO: 1.05 eV
HOMO energy: -7.88 eV
SMILES string: Cc1c[nH]c(N)c1
Net charge: 0
Multiplicity: 1
Energy above the lowest of the compared OMol25 structures with the same formula, charge and spin: 1.9 kcal per mole



DFT (ωB97M-V/def2-TZVPD) results for an isolated molecule of C5H11NO.

```
18
Properties=species:S:1:pos:R:3:forces:R:3:nbo_charge:R:1
O 0.4578 -0.8919 -1.8856 0.1 -0.1 0.3 -0.623
N 0.0560 -0.2923 0.2690 0.1 0.0 -0.2 -0.452
C 0.4216 0.6681 1.2956 0.1 0.1 0.1 -0.413
C 0.8866 -0.5316 -0.8002 -0.1 -0.1 0.0 0.686
C -2.2092 0.5233 -0.4316 0.0 0.1 0.0 -0.626
C 2.3787 -0.4189 -0.5463 0.1 0.0 0.0 -0.716
C -1.3539 -0.6204 0.1005 -0.1 -0.1 0.0 -0.213
H -3.2194 0.1650 -0.6565 0.1 0.1 0.1 0.216
H -0.3905 0.7308 2.0240 0.1 -0.1 -0.1 0.211
H 2.6534 -0.8239 0.4326 -0.1 0.1 -0.1 0.219
H 1.3298 0.3741 1.8310 -0.1 0.0 -0.1 0.205
H -1.7327 -0.9701 1.0698 0.1 0.1 -0.1 0.186
H -1.3912 -1.4610 -0.5947 0.0 0.1 0.1 0.232
H -1.7726 0.9165 -1.3544 -0.1 0.0 0.1 0.222
H 2.8725 -0.9964 -1.3291 0.0 0.1 0.1 0.245
H -2.2968 1.3388 0.2957 0.0 -0.1 -0.1 0.198
H 0.5751 1.6747 0.8828 0.0 -0.1 0.1 0.191
H 2.7349 0.6150 -0.6026 -0.1 -0.1 0.0 0.230
```
Positions in Å, forces in eV/Å.

Values from the calculation:
E_LUMO: 0.90 eV
HOMO energy: -9.13 eV
SMILES string: CCN(C)C(C)=O
Net charge: 0
Multiplicity: 1
Energy above the lowest of the compared OMol25 structures with the same formula, charge and spin: 9.9 kcal per mole



DFT (ωB97M-V/def2-TZVPD) results for a structure of composition C23H32GeIrN7O6P.

```
71
Properties=species:S:1:pos:R:3:forces:R:3:lowdin_spin:R:1
Ir 0.3486 -0.2155 -0.1831 -0.6 3.9 -2.8 0.890
Ge 1.6470 1.0674 -3.1109 0.1 1.1 -1.2 -0.006
P -2.8474 0.9861 1.0597 0.6 1.1 -0.3 0.008
O -2.4835 -1.3689 -2.2518 -0.4 0.2 0.0 0.000
O -3.4829 -0.2592 1.5403 -0.5 -0.5 0.2 0.000
O 1.8374 -1.8316 -1.0856 0.2 -0.3 -0.2 0.112
O 4.7742 -2.3108 5.3660 0.2 0.6 -0.2 0.000
O 5.4724 -0.4291 4.5337 -0.5 -0.9 0.5 0.000
O -1.3354 1.0712 1.0250 -0.6 0.6 0.1 0.062
N -2.3033 2.0881 3.3458 0.5 -0.1 0.4 0.001
N 1.9032 0.4987 1.0097 -0.3 0.4 -0.1 0.013
N 0.0905 -1.4470 1.4562 0.1 -0.7 -0.4 0.003
N 1.0042 -3.3490 -2.5490 -0.1 0.2 0.0 0.001
N -0.3158 -1.6312 -1.6190 -0.5 0.1 0.6 0.001
N -4.2146 0.1076 -1.0057 -0.2 -0.7 -0.3 0.000
N 4.6653 -1.3542 4.6169 1.9 -0.2 1.2 0.000
C 2.5514 -2.3204 4.0170 2.4 1.5 0.5 0.001
C -1.2549 -3.1446 -3.1938 0.0 0.0 0.0 -0.001
C 0.9594 -0.1650 -4.5271 0.0 0.3 0.7 -0.003
C 0.3098 -3.2760 3.5261 0.6 0.3 -0.1 -0.002
C 3.5219 -1.3334 3.7813 -2.8 -1.5 -0.6 0.000
C 3.5314 0.6037 -2.6676 -0.7 0.1 0.2 0.000
C -0.8009 -3.2467 2.7338 -0.1 0.4 -0.2 0.000
C 1.4652 2.9593 -3.7662 0.6 -1.1 -0.1 0.000
C -0.8721 -2.3154 1.6799 0.1 -0.4 0.5 -0.001
C 1.1788 -1.4084 2.2361 0.5 -1.1 1.5 0.000
C 0.8663 -2.2671 -1.7361 0.5 -0.2 -0.1 0.009
C 4.2545 0.6837 2.4573 0.3 0.6 -0.5 -0.003
C 2.1568 -0.3979 1.9850 1.0 0.0 0.9 0.001
C -3.2535 2.3914 2.2556 -0.5 -0.5 -1.0 0.006
C -1.4169 -1.9908 -2.3382 0.5 -0.4 0.0 -0.001
C -0.0662 -3.7784 -3.2655 -0.6 0.1 -0.2 0.001
C 2.7731 1.4867 0.7609 -0.7 -0.5 0.1 -0.001
C 3.3463 -0.3433 2.7666 -0.5 0.2 -0.5 0.000
C 0.4295 1.2327 -1.5705 0.7 -3.3 1.6 -0.088
C 3.9427 1.6194 1.4847 0.3 -0.6 0.5 0.001
C 2.3195 -3.9482 -2.6318 0.6 -0.2 0.1 0.002
C 1.3686 -2.3501 3.2951 -1.6 0.6 -1.6 0.000
C -3.6894 1.4039 -0.5621 0.5 0.3 0.7 -0.001
H 1.7543 3.6694 -2.9984 0.0 0.1 0.1 0.000
H 0.4099 -3.9931 4.3253 0.0 -0.1 0.1 0.000
H -1.4152 1.8489 2.8471 -0.1 0.1 0.3 0.001
H 2.5188 2.1706 -0.0358 -0.1 0.0 0.0 -0.001
H -4.4360 -0.4229 -0.1388 -0.1 0.0 -0.3 0.000
H -2.1692 2.8502 4.0202 0.0 -0.2 -0.2 0.000
H 4.6172 2.4340 1.2759 0.1 0.0 -0.1 0.000
H -1.7267 -2.2848 1.0240 -0.1 0.0 -0.2 0.000
H -0.1191 -0.0859 -4.6356 -0.1 0.0 0.0 0.000
H 4.0243 0.2494 -3.5694 0.0 0.0 -0.1 0.000
H -3.0434 3.3742 1.8384 0.1 0.0 0.1 0.000
H 1.2188 -1.1982 -4.3193 0.0 -0.1 0.1 0.000
H 4.0744 1.4705 -2.3025 0.0 0.1 0.0 0.000
H -0.1707 2.1319 -1.5010 -0.2 0.2 0.1 -0.004
H 1.4218 0.1144 -5.4689 0.1 0.1 -0.1 0.000
H -1.6262 -3.9218 2.8872 -0.1 -0.1 0.0 0.000
H 2.5683 -4.4337 -1.6876 0.0 0.0 -0.1 0.000
H -5.0356 0.1654 -1.6142 0.2 0.1 0.1 0.000
H 2.7373 -3.0500 4.7897 0.0 0.0 0.1 0.000
H 3.5734 -0.1787 -1.9166 0.0 -0.1 0.1 0.000
H -3.4454 -0.4663 -1.5104 -0.2 0.1 0.1 0.000
H 2.1270 3.0728 -4.6192 0.0 0.3 -0.2 0.000
H -4.2799 2.3435 2.6102 0.0 0.0 0.1 0.001
H -2.1050 -3.4685 -3.7674 0.0 -0.1 -0.1 0.000
H -4.5014 2.1117 -0.3729 0.1 -0.1 -0.1 0.000
H 0.0911 -4.6385 -3.8995 0.0 0.0 0.0 0.000
H 5.2072 0.7301 2.9701 -0.4 0.2 -0.1 0.000
H 2.3457 -4.6787 -3.4338 -0.1 0.0 0.0 0.000
H -2.6133 1.2385 3.8370 0.1 0.3 0.0 0.000
H 3.0593 -3.1672 -2.8135 -0.1 -0.1 0.0 0.001
H -3.0088 1.8224 -1.3016 0.0 -0.1 0.1 0.000
H 0.4432 3.1482 -4.0773 -0.1 0.0 0.0 0.000
```
Positions in Å, forces in eV/Å.

Values from the calculation:
⟨S²⟩: 0.773
E_LUMO (spin up / spin down): -6.27 / -6.28 eV
HOMO energy (spin up / spin down): -12.68 / -13.24 eV
Net charge: +2
Multiplicity: 2



DFT (ωB97M-V/def2-TZVPD) results for an isolated molecule of C17H19N3O.

```
40
Properties=species:S:1:pos:R:3:forces:R:3:nbo_charge:R:1
O -3.5781 -1.1322 -1.0442 4.1 -1.2 -0.4 -0.443
N 1.7380 1.6556 0.0451 -2.6 0.1 0.2 -0.444
N 1.6370 -1.3355 -1.2726 6.5 4.3 -1.8 -0.227
N 1.8097 -0.2077 -2.0362 1.1 -0.2 0.9 -0.252
C -0.6653 -1.6966 -1.2006 -2.3 -5.3 4.8 -0.252
C 0.6002 1.6416 -0.8503 4.5 3.0 -5.3 -0.190
C 3.1051 0.5240 -1.6530 -3.7 -2.0 5.2 -0.200
C 1.3071 2.0972 4.1097 4.1 1.8 -5.0 -0.264
C -1.5217 -2.6110 -0.5227 -0.8 0.0 -2.2 -0.199
C 2.7982 1.9311 -0.6841 4.4 -6.9 -1.4 -0.246
C 0.7063 -2.0142 -0.9040 -2.4 -0.7 -0.9 -0.039
C 0.8215 0.8291 -2.3550 6.3 0.9 7.8 -0.202
C 2.4071 2.8211 3.3553 -1.3 -1.1 3.2 -0.140
C 2.4831 2.6966 1.9680 -6.4 -3.4 10.1 -0.267
C -4.8639 -1.3116 -1.1221 -1.1 8.2 -1.7 0.137
C 1.6748 1.7601 1.5052 7.3 4.5 -13.6 0.189
C -4.0443 -3.1682 -0.4283 -4.8 1.4 0.5 -0.265
C 0.6422 1.3202 1.9140 -12.8 -7.9 4.6 -0.284
C 0.5927 1.3202 3.2278 -5.0 -0.5 9.1 -0.135
C -5.2942 -2.3471 -0.5972 0.2 -8.5 1.6 -0.329
C -3.0412 -2.4251 -0.6243 5.0 4.1 -1.0 0.219
H 3.2068 3.2651 4.0340 -1.2 0.1 -1.4 0.207
H -1.1835 -3.7458 -0.1313 -0.8 3.6 -1.1 0.236
H 1.1505 -2.9011 -0.4868 -1.3 -0.8 0.7 0.207
H -5.4292 -0.3935 -1.3582 0.4 -0.6 -0.3 0.195
H 3.7616 2.0245 -0.3024 1.7 -0.7 2.8 0.211
H 3.7537 -0.2418 -1.1999 -0.4 0.5 0.3 0.208
H -0.0079 0.4738 -2.6356 -6.3 -2.3 -2.6 0.181
H 3.2277 3.0775 1.6741 9.9 5.0 -5.6 0.195
H 0.3936 2.6485 -1.3022 -0.4 -0.3 1.2 0.167
H -4.0690 -4.0437 0.0168 0.1 -4.3 1.7 0.209
H 1.2203 2.3230 5.1203 -0.5 -0.4 1.6 0.220
H -0.0966 1.1788 -0.4040 -5.9 -2.8 2.9 0.174
H -0.3193 0.7850 3.8279 2.0 1.0 -1.8 0.189
H 1.3929 1.4125 -2.9682 0.5 2.0 -2.0 0.197
H 3.1077 2.5753 -1.3499 -1.4 5.2 -4.2 0.188
H -1.0258 -0.7487 -1.4557 -0.4 1.0 -0.7 0.220
H 3.5380 0.8386 -2.4527 2.6 2.0 -5.5 0.151
H -6.1827 -2.8997 -0.5878 -1.5 0.2 0.1 0.227
H -0.3000 0.6875 1.5961 2.7 1.4 -0.9 0.254
```
Positions in Å, forces in eV/Å.

Values from the calculation:
E_LUMO: 0.47 eV
HOMO energy: -6.98 eV
SMILES string: C(/C=C/c1ccco1)=N/N1CCN(c2ccccc2)CC1
Net charge: 0
Multiplicity: 1
Energy above the lowest of the compared OMol25 structures with the same formula, charge and spin: 367.4 kcal per mole



DFT (ωB97M-V/def2-TZVPD) results for a cluster of 2 separate species, C4H12S2 in total.

```
18
Properties=species:S:1:pos:R:3:forces:R:3:nbo_charge:R:1
S -1.6113 -1.5795 2.4122 -0.8 0.3 -1.2 -0.096
S 1.0751 1.7152 -2.2136 -0.1 -0.2 0.0 -0.028
C -1.1708 -2.0145 -0.4192 -0.8 -0.8 0.3 -0.630
C -2.1848 -1.4287 0.5832 0.5 -0.1 0.9 -0.465
C 1.9373 1.9411 0.4079 0.9 0.5 -2.0 -0.610
C 2.3830 1.4007 -1.0057 1.3 -1.9 2.3 -0.551
H 2.5123 1.4781 1.1836 0.6 0.2 0.5 0.210
H -2.3955 -0.3419 0.4230 0.2 -1.0 0.0 0.216
H -0.9017 -3.0812 -0.2250 -0.1 0.9 0.3 0.218
H -3.1148 -2.0188 0.5330 0.3 0.5 0.0 0.215
H -0.2958 -1.4198 -0.5870 0.7 0.3 0.4 0.208
H 1.9659 3.0451 0.3482 0.5 -0.5 0.4 0.211
H 2.5624 0.2144 -0.9685 -0.3 2.7 0.0 0.208
H -1.6378 -2.0541 -1.3873 -0.5 0.1 -0.6 0.218
H 3.4251 1.8804 -1.0835 -1.8 -0.6 -1.1 0.242
H 0.1235 0.9722 -1.5410 0.8 0.5 -0.4 0.118
H 0.9298 1.7467 0.5828 -1.8 -0.7 0.3 0.200
H -0.3819 -1.9829 2.1467 0.5 -0.1 -0.1 0.117
```
Positions in Å, forces in eV/Å.

Values from the calculation:
E_LUMO: 0.72 eV
HOMO energy: -9.10 eV
SMILES string: CCS.CCS
Net charge: 0
Multiplicity: 1
Energy above the lowest of the compared OMol25 structures with the same formula, charge and spin: 24.8 kcal per mole



DFT (ωB97M-V/def2-TZVPD) results for an isolated molecule of C21H25N3S.

```
50
Properties=species:S:1:pos:R:3:forces:R:3:nbo_charge:R:1
S -3.2187 -1.8711 -1.0072 -0.9 0.0 0.0 -0.317
N -0.4788 1.9926 -1.6596 -0.1 0.2 -0.4 -0.524
N -0.7950 -2.0525 -1.9108 0.2 0.0 0.0 -0.602
N -0.9725 -1.7203 0.3778 0.4 -0.1 -0.4 -0.610
C 2.6171 0.6828 0.6724 0.1 -0.1 0.2 -0.251
C -1.2769 2.6872 4.1832 0.0 0.1 0.1 -0.190
C 2.5671 -1.3558 -3.5260 -0.1 -0.2 0.0 -0.393
C 3.4913 -2.4946 -3.1113 -0.1 0.2 -0.1 -0.609
C -3.1644 1.3261 4.7340 -0.1 0.0 0.1 -0.191
C 0.6478 -1.9913 -1.9848 0.2 -0.1 0.0 -0.223
C -1.5731 -1.8638 -0.8244 0.2 -0.3 -0.2 0.315
C -2.0419 0.3710 1.2544 0.0 0.0 -0.1 -0.305
C -3.0864 0.7214 3.4938 0.0 0.0 0.0 -0.249
C 0.2977 1.0055 0.2024 0.1 0.3 -0.4 -0.124
C -1.5514 1.6011 -0.9067 -0.1 -0.1 0.3 0.014
C -1.1983 2.0796 2.9412 0.0 0.0 0.0 -0.256
C 2.9627 1.3013 -0.5327 0.0 0.1 -0.1 -0.225
C 1.9968 1.7900 -1.3863 0.0 0.1 0.0 -0.239
C -1.6628 -1.1227 1.4946 -0.2 0.1 0.0 -0.214
C -2.0990 1.0863 2.5835 -0.1 0.0 0.0 0.084
C 1.3020 0.5333 1.0521 0.0 0.0 -0.1 -0.178
C -2.2559 2.3112 5.0848 0.0 0.1 0.1 -0.231
C 0.6674 1.6372 -1.0129 0.3 -0.2 0.4 0.130
C 1.0846 -1.7141 -3.4213 0.2 0.2 0.2 -0.398
C -1.1335 0.9969 0.2428 -0.4 0.1 -0.1 -0.099
H -3.0466 0.3831 0.8181 0.1 -0.1 0.1 0.248
H -0.4319 2.3903 2.2478 0.0 0.0 -0.1 0.221
H -0.5297 2.4661 -2.5451 0.0 -0.1 0.1 0.415
H 0.4936 -0.8778 -3.8024 -0.1 0.0 0.0 0.208
H -2.3151 2.7855 6.0535 0.0 0.0 0.1 0.211
H -2.5744 -1.6964 1.6723 0.1 0.0 0.1 0.239
H 2.7676 -0.4811 -2.9034 0.0 0.1 -0.1 0.206
H -3.9375 1.0310 5.4285 -0.1 0.0 0.1 0.210
H 4.5262 -2.2276 -3.3105 0.1 -0.1 0.0 0.212
H -3.8028 -0.0401 3.2219 -0.1 -0.1 0.0 0.212
H 4.0060 1.3995 -0.7937 0.1 0.0 0.0 0.216
H 1.0094 -1.1751 -1.3493 0.0 0.0 0.0 0.200
H 0.0276 -1.5809 0.3702 0.0 -0.1 0.0 0.400
H 1.0879 -2.9320 -1.6286 0.0 0.1 0.0 0.188
H -1.2952 -2.2859 -2.7548 -0.1 0.1 0.2 0.414
H -0.5678 3.4593 4.4451 0.0 0.1 0.0 0.209
H 3.2584 -3.3988 -3.6691 0.0 -0.2 0.0 0.202
H 3.4037 0.3198 1.3176 0.1 0.0 0.1 0.215
H 0.8733 -2.5876 -4.0420 -0.1 0.0 -0.1 0.199
H 3.3973 -2.7075 -2.0498 0.0 -0.1 0.1 0.202
H 1.0515 0.0710 1.9961 0.0 0.0 0.1 0.211
H -2.5548 1.7704 -1.2468 -0.2 0.0 -0.1 0.224
H -1.0151 -1.2136 2.3680 0.0 0.0 0.0 0.205
H 2.7819 -1.0847 -4.5617 0.0 0.1 0.0 0.202
H 2.2604 2.2756 -2.3148 0.1 0.0 -0.1 0.216
```
Positions in Å, forces in eV/Å.

Values from the calculation:
E_LUMO: 0.63 eV
HOMO energy: -7.90 eV
SMILES string: CCCCNC(=S)NC[C@@H](c1ccccc1)c1c[nH]c2ccccc12
Net charge: 0
Multiplicity: 1
Energy above the lowest of the compared OMol25 structures with the same formula, charge and spin: 0.0 kcal per mole



What DFT total energy values result from the calculations? In sequence: -304.83245, -327.11555, -4252.44612, -898.14506, -955.92489, -1377.72142 a.u..